A 15-piece molecular cluster, C90H198N15O18 overall at a distorted geometry, computed with wB97M-V/def2-TZVPD.

Orbital gap ... 8.03 eV

```
! wB97M-V def2-TZVPD RIJCOSX def2/J DEFGRID3
* xyz 3 1
C 9.183 18.811 21.499
C 9.703 20.124 22.085
C 11.184 20.088 21.691
N 11.981 21.370 22.136
C 11.905 21.598 23.624
C 13.414 21.244 21.552
C 13.810 22.690 21.426
C 12.598 23.349 20.721
C 11.441 22.660 21.449
H 9.310 18.830 20.416
H 8.095 18.816 21.573
H 9.557 17.982 22.100
H 9.510 19.973 23.147
H 9.113 21.025 21.912
H 11.331 20.023 20.613
H 11.769 19.282 22.134
H 12.642 22.386 23.774
H 12.341 20.700 24.062
H 10.918 21.845 24.014
H 13.972 20.701 22.315
H 13.372 20.822 20.547
H 13.957 23.208 22.374
H 14.735 22.781 20.856
H 12.579 24.391 21.041
H 12.548 23.158 19.649
H 11.079 23.424 22.138
H 10.556 22.411 20.863
C 13.541 25.822 23.312
C 12.965 26.943 22.488
C 14.053 28.034 22.178
N 13.625 29.299 21.383
C 14.946 30.010 21.044
C 12.653 30.239 22.185
C 11.444 30.506 21.318
C 11.434 29.382 20.338
C 12.873 28.955 20.088
H 13.917 26.031 24.313
H 14.346 25.360 22.741
H 12.722 25.106 23.381
H 12.200 27.509 23.019
H 12.517 26.615 21.550
H 14.874 27.513 21.685
H 14.581 28.401 23.058
H 14.809 30.931 20.478
H 15.364 29.236 20.401
H 15.640 30.160 21.872
H 13.086 31.215 22.403
H 12.541 29.721 23.137
H 11.580 31.421 20.742
H 10.535 30.488 21.920
H 10.824 29.621 19.468
H 10.965 28.517 20.808
H 13.314 29.459 19.227
H 12.894 27.883 19.893
C 19.678 22.969 17.682
C 18.422 23.418 17.004
C 17.211 22.414 17.159
N 15.943 22.749 16.249
C 15.538 24.218 16.334
C 14.724 21.874 16.653
C 15.059 20.556 15.911
C 15.954 20.864 14.687
C 16.267 22.342 14.793
H 20.038 21.984 17.384
H 19.433 22.945 18.744
H 20.567 23.591 17.583
H 18.633 23.724 15.979
H 18.042 24.294 17.529
H 16.854 22.443 18.188
H 17.413 21.374 16.903
H 14.587 24.470 15.863
H 16.372 24.831 15.993
H 15.455 24.342 17.414
H 13.798 22.329 16.303
H 14.747 21.795 17.739
H 14.147 20.014 15.660
H 15.615 19.921 16.601
H 15.458 20.783 13.720
H 16.896 20.318 14.653
H 15.508 22.803 14.160
H 17.195 22.783 14.432
C 2.177 32.892 13.816
C 3.194 33.429 14.962
C 3.176 32.561 16.287
C 1.911 32.738 17.162
N 2.224 32.391 18.645
C 3.179 33.476 19.190
C 2.559 33.838 20.572
C 1.396 32.946 20.771
C 0.902 32.558 19.402
C 2.786 30.927 18.916
C 2.086 29.773 18.248
C 2.885 28.493 18.270
H 2.404 31.832 13.704
H 2.380 33.316 12.833
H 1.120 32.871 14.079
H 2.954 34.468 15.188
H 4.202 33.476 14.552
H 4.093 32.833 16.808
H 3.374 31.524 16.012
H 1.042 32.134 16.899
H 1.635 33.782 17.310
H 4.213 33.156 19.317
H 3.220 34.361 18.556
H 3.262 33.639 21.380
H 2.364 34.905 20.685
H 1.551 32.006 21.300
H 0.477 33.419 21.117
H 0.363 31.614 19.322
H 0.195 33.307 19.045
H 2.718 30.642 19.966
H 3.842 30.942 18.647
H 1.660 29.946 17.260
H 1.160 29.512 18.760
H 3.328 28.411 19.263
H 3.717 28.583 17.572
H 2.331 27.676 17.808
C 7.601 14.850 13.756
C 6.772 15.437 14.940
C 6.336 16.896 14.892
C 7.349 17.941 14.695
N 6.979 19.422 14.498
C 6.257 19.549 13.117
C 6.958 20.656 12.369
C 7.998 21.363 13.234
C 8.271 20.327 14.339
C 6.005 19.923 15.594
C 6.712 19.828 16.979
C 5.700 20.233 18.058
H 8.624 14.670 14.085
H 7.728 15.474 12.871
H 7.038 13.972 13.436
H 7.415 15.329 15.814
H 5.913 14.775 15.052
H 5.771 17.170 15.783
H 5.537 16.964 14.154
H 7.968 17.649 13.847
H 8.093 17.932 15.492
H 5.180 19.639 13.260
H 6.329 18.568 12.647
H 6.317 21.446 11.976
H 7.490 20.276 11.498
H 7.602 22.302 13.621
H 8.926 21.654 12.742
H 8.476 20.939 15.218
H 9.178 19.730 14.244
H 5.069 19.366 15.629
H 5.812 20.961 15.324
H 7.576 20.492 16.970
H 7.112 18.828 17.147
H 6.088 19.811 18.985
H 4.722 19.769 17.926
H 5.592 21.314 18.146
C 6.655 28.487 12.784
C 5.358 29.324 12.902
C 4.278 28.612 13.809
C 3.604 27.435 13.082
N 2.530 26.598 13.930
C 1.851 25.562 12.985
C 2.345 24.157 13.553
C 3.691 24.543 14.173
C 3.185 25.704 15.006
C 1.403 27.465 14.650
C 0.626 28.220 13.521
C 0.189 29.688 13.997
H 7.381 28.952 12.116
H 6.378 27.487 12.450
H 7.129 28.339 13.754
H 5.092 29.789 11.953
H 5.667 30.189 13.490
H 3.546 29.384 14.045
H 4.609 28.288 14.796
H 4.391 26.717 12.851
H 3.239 27.764 12.109
H 0.767 25.675 12.945
H 2.311 25.665 12.003
H 1.744 23.752 14.368
H 2.526 23.340 12.855
H 4.102 23.739 14.784
H 4.384 24.710 13.348
H 2.497 25.350 15.773
H 4.027 26.211 15.477
H 1.967 28.143 15.291
H 0.780 26.739 15.173
H -0.246 27.584 13.370
H 1.010 28.278 12.502
H -0.025 30.450 13.248
H 1.004 30.210 14.500
H -0.593 29.575 14.748
C 11.362 22.538 13.812
C 10.648 23.741 13.258
C 11.619 24.972 13.141
C 10.736 26.123 12.545
N 11.448 27.473 12.552
C 10.514 28.476 11.797
C 10.765 28.291 10.246
C 12.177 27.821 10.109
C 12.599 27.337 11.537
C 11.933 28.030 13.901
C 10.820 28.185 14.921
C 11.241 28.873 16.260
H 10.675 21.692 13.834
H 11.664 22.790 14.829
H 12.131 22.025 13.235
H 9.740 23.947 13.824
H 10.291 23.490 12.260
H 12.514 24.786 12.548
H 12.012 25.215 14.129
H 9.784 26.186 13.074
H 10.393 25.856 11.545
H 10.662 29.459 12.244
H 9.505 28.194 12.097
H 10.488 29.208 9.726
H 10.065 27.525 9.912
H 12.883 28.560 9.732
H 12.351 26.987 9.429
H 13.187 28.200 11.848
H 13.299 26.514 11.688
H 12.288 29.027 13.642
H 12.751 27.409 14.265
H 10.526 27.171 15.194
H 10.038 28.795 14.469
H 10.433 28.716 16.974
H 11.219 29.942 16.051
H 12.158 28.446 16.666
C 12.584 25.261 17.460
C 11.478 25.921 18.364
C 10.074 25.465 18.031
C 8.956 25.980 18.863
N 7.516 25.612 18.372
C 7.097 26.296 17.013
C 7.086 25.285 15.884
C 7.615 23.987 16.476
C 7.480 24.093 18.034
C 6.445 25.852 19.466
C 6.170 27.374 19.792
C 5.143 27.413 20.987
H 12.206 24.996 16.473
H 12.838 24.315 17.936
H 13.388 25.971 17.262
H 11.576 27.002 18.267
H 11.559 25.774 19.441
H 10.173 24.389 17.889
H 9.816 25.745 17.010
H 9.004 27.060 18.728
H 9.029 25.608 19.885
H 6.100 26.734 16.954
H 7.873 27.044 16.847
H 6.072 25.159 15.504
H 7.798 25.451 15.076
H 6.986 23.181 16.099
H 8.655 23.699 16.324
H 6.505 23.709 18.332
H 8.198 23.573 18.669
H 6.935 25.460 20.358
H 5.496 25.483 19.078
H 5.875 27.968 18.927
H 7.110 27.806 20.138
H 4.845 28.450 21.140
H 5.474 27.020 21.948
H 4.271 26.793 20.782
C 5.725 17.021 22.112
C 4.858 18.178 21.661
C 4.838 19.267 22.656
C 3.955 20.354 22.208
N 4.246 21.673 23.005
C 3.248 22.805 22.513
C 4.090 23.960 22.150
C 5.503 23.646 22.638
C 5.656 22.141 22.568
C 4.188 21.523 24.585
C 2.917 20.875 25.096
C 2.749 21.113 26.607
H 5.427 16.706 23.113
H 6.798 17.211 22.103
H 5.634 16.186 21.418
H 3.861 17.797 21.436
H 5.422 18.449 20.769
H 5.843 19.579 22.939
H 4.468 18.872 23.602
H 2.912 20.042 22.260
H 4.073 20.684 21.176
H 2.661 23.060 23.396
H 2.547 22.482 21.744
H 3.700 24.804 22.720
H 4.060 24.289 21.112
H 5.657 23.926 23.680
H 6.306 24.208 22.161
H 6.364 21.898 23.361
H 5.940 21.634 21.646
H 4.306 22.564 24.885
H 5.090 21.000 24.902
H 2.925 19.800 24.913
H 2.007 21.147 24.561
H 3.505 20.655 27.245
H 1.785 20.623 26.741
H 2.731 22.174 26.855
N 7.640 24.597 11.235
O 7.566 24.762 12.427
O 7.917 25.559 10.612
O 7.561 23.494 10.719
N 3.207 23.763 18.211
O 4.180 23.776 17.445
O 3.021 22.800 18.906
O 2.450 24.723 18.359
N 7.016 30.185 17.335
O 6.294 29.667 16.502
O 7.833 29.508 17.943
O 6.943 31.453 17.549
N 10.972 21.237 17.563
O 9.992 21.580 18.142
O 10.794 20.661 16.511
O 12.117 21.318 17.971
N 16.305 26.022 19.548
O 16.647 24.842 19.731
O 17.030 26.943 19.788
O 15.208 26.196 19.022
N 9.279 25.481 22.845
O 9.911 25.583 23.874
O 8.902 24.360 22.477
O 9.011 26.485 22.165
*
```

Here are the Mulliken charges for atoms 1 to 99, given in e:
1. C -0.66
2. C 0.14
3. C -1.07
4. N 0.57
5. C -1.00
6. C -0.75
7. C -0.87
8. C 4.03
9. C 0.21
10. H 0.20
11. H -0.39
12. H 0.53
13. H 0.28
14. H 0.28
15. H 0.23
16. H 0.56
17. H 0.40
18. H 0.38
19. H 0.26
20. H 0.49
21. H 0.38
22. H 0.29
23. H 0.19
24. H -2.01
25. H -1.21
26. H -0.64
27. H -0.24
28. C -1.34
29. C 1.76
30. C -1.51
31. N 0.68
32. C -1.07
33. C -0.70
34. C -0.68
35. C 0.06
36. C -0.23
37. H 0.56
38. H 0.26
39. H 0.13
40. H 0.42
41. H -1.05
42. H 0.28
43. H 0.51
44. H 0.36
45. H 0.51
46. H 0.34
47. H 0.33
48. H 0.32
49. H 0.38
50. H 0.39
51. H 0.47
52. H -0.25
53. H 0.29
54. H -0.30
55. C -1.52
56. C -0.18
57. C -0.63
58. N 0.38
59. C -0.76
60. C 0.25
61. C -0.70
62. C -0.77
63. C -0.40
64. H 0.36
65. H 0.32
66. H 0.39
67. H 0.37
68. H 0.15
69. H 0.27
70. H 0.68
71. H -0.01
72. H 0.50
73. H 0.29
74. H -0.23
75. H -0.08
76. H 0.45
77. H 0.45
78. H 0.41
79. H 0.26
80. H 0.20
81. H 0.54
82. C -0.70
83. C -1.05
84. C 0.12
85. C -1.07
86. N 0.34
87. C -0.54
88. C -0.61
89. C -0.55
90. C -0.75
91. C -0.88
92. C -0.08
93. C -0.83
94. H -0.11
95. H 0.44
96. H 0.31
97. H 0.40
98. H 0.45
99. H 0.44